[1]
13
Properties=species:S:1:pos:R:3:forces:R:3:mulliken_charge:R:1 method="wB97M-V/def2-TZVPD" e_tot_ha=-700.83710 gap_ha=0.353 spin_multiplicity=1 homo_ha=-0.3307 smiles="C=CNC(=O)NS" lumo_ha=0.023
C -2.500 -0.891 -0.180 -0.9 -0.2 0.2 -0.817
C -1.544 -0.053 0.171 0.8 1.9 0.1 0.058
N -0.137 -0.184 0.018 -0.7 -0.4 -0.1 -0.195
C 0.716 0.908 -0.103 -1.2 -0.3 0.6 0.598
O 0.293 2.026 0.040 0.0 0.8 -0.2 -0.596
N 2.053 0.683 -0.354 0.9 -1.4 0.2 -0.293
S 2.904 -0.764 -0.008 -0.3 0.2 -0.6 -0.180
H -3.523 -0.554 0.004 0.3 -0.1 0.0 0.222
H -2.439 -1.891 -0.585 0.5 0.0 -0.1 0.288
H -1.830 0.939 0.563 0.3 -0.7 -0.2 0.274
H 0.097 -1.093 -0.315 0.9 -0.4 -0.2 0.213
H 2.630 1.489 -0.529 -0.4 0.2 0.1 0.284
H 3.279 -0.615 1.278 -0.3 0.3 0.1 0.144

=====

[2]
18
Properties=species:S:1:pos:R:3:forces:R:3:mulliken_charge:R:1 method="wB97M-V/def2-TZVPD" e_tot_ha=-741.21043 gap_ha=0.208 charge=-2 spin_multiplicity=1 homo_ha=0.0138 smiles=NC[C@H](C[S-])NC[O-] lumo_ha=0.222
N 0.571 0.860 2.272 0.0 0.0 -1.6 -0.851
C -0.214 0.976 0.950 0.9 3.1 0.8 -0.858
C 0.188 -0.021 -0.189 -1.7 1.6 0.9 0.500
C -0.303 0.468 -1.622 2.5 -1.0 1.9 -1.148
S 0.164 2.110 -2.195 0.7 0.1 -0.5 -0.751
N -0.574 -1.198 0.305 0.7 0.7 -1.1 -0.252
C 0.192 -2.085 1.241 -1.8 1.9 0.4 -0.237
O -0.284 -3.242 1.164 -0.7 -5.0 -0.4 -0.863
H 1.543 0.862 1.901 -0.7 0.0 0.7 0.313
H 0.441 -0.063 2.671 0.0 -0.2 -0.2 0.373
H -0.112 2.102 0.813 0.6 -1.2 -0.9 0.286
H -1.297 0.990 1.095 0.1 -0.9 0.3 0.405
H 1.334 -0.069 -0.207 -1.3 -0.5 0.1 0.248
H -1.316 0.514 -1.569 -3.2 -0.2 0.3 0.292
H -0.063 -0.440 -2.174 0.3 0.2 -1.0 0.328
H -1.237 -1.722 -0.312 1.6 0.5 0.6 0.176
H 1.221 -1.897 0.929 1.3 0.0 0.3 0.159
H -0.012 -1.767 2.346 0.8 0.8 -0.6 -0.120

=====

[3]
13
Properties=species:S:1:pos:R:3:forces:R:3:mulliken_charge:R:1 method="wB97M-V/def2-TZVPD" e_tot_ha=-679.91588 gap_ha="0.321 / 0.209" charge=+1 spin_multiplicity=1 homo_ha="-0.5042 / -0.4708" lumo_ha="-0.183 / -0.262"
C -0.507 -0.463 -2.618 0.3 0.8 -0.3 -0.195
C -0.554 -1.574 -2.025 0.2 3.2 2.7 -0.331
C -0.093 -0.271 0.721 -0.8 -2.7 -0.6 0.722
N 0.029 0.826 0.034 0.4 3.5 -1.2 -0.045
N 0.186 -0.424 2.003 -0.1 -0.4 -0.8 -0.335
N 0.280 2.026 0.629 -0.1 -3.2 -1.3 -0.376
S -0.586 -1.768 -0.056 0.0 0.7 -0.6 -0.125
H -0.392 0.601 -2.668 -0.2 -0.1 -0.1 0.352
H -0.602 -2.509 -2.365 -0.2 -3.7 -1.2 0.430
H 0.443 0.428 2.431 0.6 -0.1 1.6 0.127
H 0.443 -1.374 2.258 0.0 0.6 0.8 0.257
H 0.911 2.577 0.045 -0.4 0.2 0.4 0.303
H 0.443 1.924 1.610 0.2 1.2 0.6 0.215

=====

[4]
15
Properties=species:S:1:pos:R:3:forces:R:3:mulliken_charge:R:1 method="wB97M-V/def2-TZVPD" e_tot_ha=-362.74997 gap_ha=0.354 spin_multiplicity=1 homo_ha=-0.3126 smiles=c1coc(N2CC2)c1 lumo_ha=0.041
C -2.455 0.326 0.037 -1.4 0.8 -0.7 -0.267
C -1.994 -0.923 -0.019 0.3 -1.8 0.4 -0.495
O -0.625 -0.922 -0.031 -0.3 -0.2 -0.1 -0.296
C -0.262 0.378 -0.031 1.4 0.0 0.3 0.491
N 1.102 0.689 0.005 -0.2 0.2 0.2 -0.394
C 2.005 -0.157 -0.752 0.8 0.4 0.3 -0.341
C 2.001 -0.196 0.753 0.0 -0.2 -0.5 -0.355
C -1.329 1.178 -0.005 0.1 1.6 0.3 -0.482
H -3.476 0.682 -0.058 0.1 -0.4 0.3 0.370
H -2.398 -1.930 0.055 -0.2 0.5 -0.2 0.418
H 2.819 0.403 -1.245 -0.6 -0.5 0.1 0.238
H 1.558 -1.002 -1.267 0.2 0.1 0.0 0.240
H 2.786 0.307 1.330 -0.4 -0.2 -0.3 0.240
H 1.578 -1.106 1.175 0.0 0.3 0.1 0.226
H -1.310 2.271 0.053 0.0 -0.7 -0.1 0.406

=====

[5]
21
Properties=species:S:1:pos:R:3:forces:R:3:mulliken_charge:R:1 method="wB97M-V/def2-TZVPD" e_tot_ha=-535.03094 gap_ha=0.385 spin_multiplicity=1 homo_ha=-0.3732 smiles=O.O.O.O.O.O.O lumo_ha=0.012
O 0.601 -0.100 -0.105 0.1 0.0 0.1 -0.660
H -0.221 0.092 0.360 0.0 -0.1 -0.1 0.314
H 1.280 0.316 0.438 0.0 0.1 0.0 0.324
O -1.078 -1.869 -3.401 -0.2 0.1 -0.1 -0.626
H -1.432 -2.090 -4.270 0.1 0.0 0.1 0.309
H -1.816 -1.444 -2.949 0.1 0.0 0.0 0.318
O -2.728 2.923 2.209 0.0 -0.2 0.1 -0.623
H -1.960 2.348 2.117 -0.1 0.1 -0.1 0.302
H -3.479 2.322 2.146 0.1 0.1 0.0 0.316
O 1.851 -2.867 1.050 1.2 0.1 -1.0 -0.578
H 1.700 -2.110 0.473 -0.3 0.1 -0.1 0.314
H 2.624 -3.300 0.670 0.1 0.1 -0.1 0.291
O -2.015 2.305 -1.308 0.0 -0.1 -0.2 -0.610
H -2.533 2.806 -1.948 0.0 0.0 0.1 0.302
H -1.257 1.991 -1.814 0.0 0.0 0.1 0.313
O 0.401 -3.514 2.784 -0.8 -0.6 1.3 -0.646
H 0.969 -4.137 2.317 -0.2 0.4 0.0 0.331
H 0.980 -3.120 3.447 -0.1 0.0 -0.2 0.305
O 2.865 3.121 -0.965 0.0 0.0 -0.2 -0.629
H 2.961 2.404 -1.601 0.0 0.0 0.1 0.320
H 3.001 3.919 -1.489 0.0 0.0 0.1 0.311

=====

[6]
20
Properties=species:S:1:pos:R:3:forces:R:3:mulliken_charge:R:1 method="wB97M-V/def2-TZVPD" e_tot_ha=-473.73016 gap_ha=0.333 spin_multiplicity=1 homo_ha=-0.3178 lumo_ha=0.015
C 3.106 0.455 1.973 0.7 -0.4 -0.9 -0.986
C 2.213 0.777 0.790 1.0 -1.4 -1.8 0.787
O 1.416 -0.204 0.531 -2.3 -1.1 -0.9 -0.836
O 2.449 1.599 -0.074 0.3 1.6 0.6 -0.651
H 3.458 1.317 2.493 0.3 0.6 0.4 0.334
H 3.974 -0.066 1.489 -0.5 0.6 0.4 0.219
H 2.698 -0.299 2.623 -0.5 0.0 0.4 0.318
C -1.008 -0.224 -2.522 2.8 0.9 -1.1 -1.123
C -1.573 -0.287 -0.118 -0.7 0.2 -0.2 0.587
N -0.675 -0.253 -1.128 0.1 -0.1 3.9 -0.213
N -2.983 -0.218 -0.399 1.2 -0.8 -0.9 -0.472
N -1.295 -0.356 1.257 1.4 0.7 -3.3 -0.301
H 0.658 -0.199 -0.689 -1.3 0.1 1.8 0.463
H -3.318 -0.782 -1.193 0.5 0.7 0.7 0.215
H -3.719 -0.012 0.273 0.9 -0.2 0.1 0.208
H -0.341 -0.253 1.603 -0.1 -0.1 -0.6 0.234
H -2.016 -0.519 1.894 -1.2 -0.2 0.6 0.156
H -1.891 0.254 -2.839 -1.7 0.2 0.3 0.482
H -0.902 -1.245 -2.939 -0.1 0.7 -0.1 0.298
H -0.252 0.514 -3.025 -0.8 -1.7 0.8 0.280

=====

[7]
11
Properties=species:S:1:pos:R:3:forces:R:3:mulliken_charge:R:1 method="wB97M-V/def2-TZVPD" e_tot_ha=-653.35756 gap_ha="0.324 / 0.324" spin_multiplicity=1 homo_ha="-0.3242 / -0.3242" lumo_ha="-0.001 / -0.001"
C 0.383 -1.139 -0.139 -2.8 -1.0 0.1 -0.114
C 1.562 -0.645 -0.116 1.5 3.7 0.5 0.034
C -0.823 -0.190 -0.295 2.6 -0.1 3.7 -0.736
C -0.550 1.168 0.406 -1.0 1.1 -1.5 -0.459
F 2.787 -1.131 0.095 -1.2 0.6 -0.5 -0.201
S 1.112 1.638 -0.242 0.4 -2.9 0.3 -0.179
H 0.077 -2.187 -0.029 0.7 0.2 -0.1 0.323
H -0.924 -0.014 -1.278 -0.5 0.8 -3.6 0.307
H -1.680 -0.676 0.047 -1.5 -0.7 0.7 0.422
H -1.428 1.863 0.068 1.9 -0.8 0.2 0.277
H -0.516 1.313 1.483 -0.1 -1.0 0.1 0.325